No. 1
{"formula": "C3H10NO2Si", "method": "ωB97M-V/def2-TZVPD", "total_charge": 1, "lumo_ev": -3.50, "homo_ev": -13.16, "de_lowest_kcal_mol": 34.1, "orbital_gap_ev": 9.67, "symbols": ["Si", "O", "O", "N", "C", "C", "C", "H", "H", "H", "H", "H", "H", "H", "H", "H", "H"], "xyz": [[-0.5451, 0.4966, -0.3276], [-1.8219, -0.4874, -0.1147], [-1.0656, 2.0142, -0.1694], [-0.6721, -0.3634, 2.3193], [0.8407, 0.0719, -2.2807], [0.3618, -0.0332, 1.2999], [1.8176, -0.7979, -2.2689], [-0.2716, -0.7194, 3.1964], [1.0111, 0.7486, 1.6834], [2.4154, -0.9763, -3.1524], [0.5504, 0.6701, -3.1249], [-1.3018, -1.0613, 1.8939], [-0.5909, 2.7857, -0.4670], [0.9719, -0.9168, 1.1337], [2.0848, -1.3864, -1.4087], [-2.5490, -0.5178, -0.7307], [-1.2356, 0.4727, 2.5185]], "atomic_forces_ev_per_a": [[2.82, -0.92, -2.47], [-0.12, -0.32, 0.23], [-0.29, 0.14, 0.16], [-0.26, -0.10, 0.22], [-2.42, 0.98, 2.98], [0.36, 0.31, -0.91], [0.27, -0.30, 0.09], [-0.22, 0.09, -0.24], [-0.03, 0.06, 0.10], [0.04, 0.04, -0.16], [-0.07, 0.14, -0.18], [0.00, 0.20, 0.30], [0.19, 0.29, -0.20], [-0.01, -0.12, 0.03], [0.04, -0.13, 0.24], [-0.36, -0.06, -0.30], [0.05, -0.30, 0.10]]}

=====

No. 2
{"formula": "C3H12O2S2", "method": "ωB97M-V/def2-TZVPD", "lumo_ev": 0.31, "homo_ev": -9.24, "de_lowest_kcal_mol": 35.1, "orbital_gap_ev": 9.55, "smiles": "CCCSS.O.O", "symbols": ["S", "S", "O", "O", "C", "C", "C", "H", "H", "H", "H", "H", "H", "H", "H", "H", "H", "H", "H"], "xyz": [[-1.7421, -0.3059, -0.3770], [-2.2012, 1.5115, -1.3067], [5.4840, 1.3015, 1.0780], [-0.1664, -3.4489, -2.4551], [-0.0165, -0.1274, 0.2339], [0.0156, -0.2115, 1.9111], [1.3242, 0.3712, 2.5267], [-0.8193, 0.3134, 2.3536], [-0.2466, -1.2717, 2.1818], [4.7697, 1.5577, 1.7267], [0.7144, -0.8244, -0.1697], [1.5210, 1.4111, 2.2140], [-2.8710, 2.1591, -0.3432], [-0.0298, -2.8515, -1.7211], [2.0109, -0.3520, 2.0506], [0.5743, -4.1224, -2.4572], [5.1579, 0.5130, 0.5356], [0.4712, 0.8424, -0.0845], [1.3613, 0.3209, 3.6391]], "atomic_forces_ev_per_a": [[0.56, 0.50, -0.27], [0.36, -0.62, -0.01], [-1.45, -1.04, -0.13], [1.04, -1.42, -0.50], [0.69, 1.70, 2.64], [-0.65, 0.09, -1.32], [-0.43, -1.52, -0.75], [-0.52, 0.49, -0.50], [0.94, 0.78, -0.15], [1.03, -0.74, -1.26], [-0.49, -0.71, -0.11], [-0.15, -0.54, -0.04], [0.07, -0.15, 0.29], [0.22, 0.03, 0.24], [0.84, 0.82, 0.73], [-1.29, 1.40, 0.24], [0.41, 1.77, 1.40], [-1.13, -0.66, 0.37], [-0.05, -0.18, -0.88]]}

=====

No. 3
{"formula": "C39H54N3O3P2PtS", "method": "ωB97M-V/def2-TZVPD", "total_charge": 1, "lumo_ev": -2.93, "homo_ev": -10.16, "de_lowest_kcal_mol": 0.8, "orbital_gap_ev": 7.23, "symbols": ["Pt", "S", "P", "P", "O", "O", "O", "N", "N", "N", "C", "C", "C", "C", "C", "C", "C", "C", "C", "C", "C", "C", "C", "C", "C", "C", "C", "C", "C", "C", "C", "C", "C", "C", "C", "C", "C", "C", "C", "C", "C", "C", "C", "C", "C", "C", "C", "C", "C", "H", "H", "H", "H", "H", "H", "H", "H", "H", "H", "H", "H", "H", "H", "H", "H", "H", "H", "H", "H", "H", "H", "H", "H", "H", "H", "H", "H", "H", "H", "H", "H", "H", "H", "H", "H", "H", "H", "H", "H", "H", "H", "H", "H", "H", "H", "H", "H", "H", "H", "H", "H", "H", "H"], "xyz": [[0.4947, -0.2490, 0.0694], [1.4062, 2.5262, -2.0730], [0.0526, -1.2896, 2.0790], [-0.8802, -1.0120, -1.7447], [1.5018, 0.9501, 1.3714], [0.0326, 2.9240, -2.0381], [2.1279, 2.5373, -3.3157], [-1.3888, 0.4350, 0.5191], [1.4430, 0.9985, -1.4834], [2.3404, -0.8304, -0.6896], [-3.5499, -1.9888, -1.7521], [1.6929, 3.8424, 0.2872], [4.4638, -1.7343, -1.1661], [4.3271, 4.5675, -0.2143], [2.4118, 4.5576, 1.2281], [-3.6437, -0.2326, 1.2567], [-2.5269, -2.3162, 2.7201], [3.6205, 3.8527, -1.1684], [2.5680, 0.2413, -1.4824], [-2.1895, 1.2390, -2.9890], [-1.9272, 1.1416, -0.5958], [4.5060, 5.7229, 2.0107], [2.3084, 3.4863, -0.9049], [-2.9945, 3.0225, -1.6142], [-3.2110, 3.2349, -4.1179], [-1.7639, 0.5633, -1.8576], [1.0422, -2.8299, 2.2038], [-1.7386, -3.7430, -1.8893], [0.8409, -0.3869, -3.9135], [4.7329, -0.6155, -1.9684], [3.8008, 0.3781, -2.1430], [-4.8029, -3.1626, 3.4087], [3.7362, 4.9262, 0.9947], [-4.4310, -1.1247, 1.9564], [2.8713, 0.8098, 1.6256], [-2.2481, -0.3840, 1.2427], [1.0609, -3.6033, 3.5234], [3.2469, -1.8047, -0.5406], [-3.9039, -2.1956, 2.6887], [-2.1138, -2.3507, -1.3612], [-1.7135, -1.4366, 2.0042], [-1.1960, -1.7503, -4.4495], [-0.3019, -0.8930, 4.8301], [-0.1355, -1.4371, -3.3779], [-2.5455, 2.3693, -0.4740], [0.2967, -0.2338, 3.5766], [0.6760, -3.7469, 1.0463], [-2.8098, 2.4824, -2.8802], [-0.3807, 1.1359, 3.4342], [-2.3059, -4.4887, -1.3291], [0.0870, -1.8752, 5.0687], [1.7536, -0.3234, -3.3249], [-2.3267, 3.6298, -4.6214], [-3.6866, -1.9548, -2.8313], [-0.3410, -4.1263, 1.1569], [5.5169, 5.3335, 2.1324], [1.6457, -4.5119, 3.3707], [1.1254, -0.6688, -4.9279], [-5.2618, -3.8681, 2.7133], [-1.9981, -3.8745, -2.9354], [4.0128, 5.7107, 2.9815], [0.3988, 0.6090, -3.9526], [3.5052, 1.1514, 0.7964], [1.5360, -3.0452, 4.3252], [-3.8603, 4.0746, -3.8770], [0.7433, -3.2239, 0.0956], [5.1852, -2.5277, -1.0427], [-0.0827, -0.2404, 5.6764], [-5.5065, -0.9886, 1.9337], [0.0638, -3.9065, 3.8418], [-0.6738, -1.9482, -5.3863], [3.1043, 1.4392, 2.4911], [-1.8730, -0.9155, -4.6263], [4.0695, 3.6023, -2.1198], [0.6653, 3.5609, 0.4689], [-0.0567, 1.6782, 2.5557], [-1.3869, -0.9600, 4.7472], [0.4226, -2.3580, -3.1732], [2.9732, -2.6380, 0.0908], [5.6877, -0.5375, -2.4721], [5.3498, 4.8617, -0.4169], [1.9372, 4.8409, 2.1600], [-3.8541, -1.0273, -1.3421], [-0.6866, -3.9860, -1.7817], [-4.2499, -3.7393, 4.1495], [3.1744, -0.2175, 1.8777], [-2.0781, -2.3986, -0.2769], [1.3533, -4.6022, 1.0187], [-4.2234, -2.7502, -1.3539], [1.3746, -0.1070, 3.6963], [-3.4652, 3.9931, -1.5169], [-1.4656, 1.0174, 3.4151], [2.0576, -2.4463, 2.0417], [-4.1065, 0.5723, 0.7033], [-2.0272, 0.8347, -3.9803], [-3.7351, 2.5898, -4.8237], [-2.6487, 2.8235, 0.5036], [-0.1336, 1.7227, 4.3210], [4.5933, 6.7637, 1.6937], [-1.7981, -2.6202, -4.2262], [-5.6097, -2.6407, 3.9232], [3.9750, 1.2254, -2.7866], [-2.0757, -3.1118, 3.3027]], "atomic_forces_ev_per_a": [[0.09, 0.34, -0.15], [-0.02, 0.04, 0.15], [-0.03, -0.01, -0.01], [-0.04, -0.10, 0.07], [-0.04, -0.10, 0.01], [0.22, 0.11, 0.03], [0.07, 0.05, -0.03], [0.11, 0.23, 0.08], [-0.02, 0.04, 0.24], [0.01, -0.06, -0.04], [0.04, 0.05, 0.04], [0.02, 0.00, 0.00], [0.02, 0.05, -0.05], [-0.01, -0.01, -0.01], [0.01, 0.00, 0.00], [0.04, 0.00, -0.01], [0.01, 0.00, -0.03], [0.02, -0.01, 0.00], [0.17, 0.06, 0.32], [-0.14, -0.02, -0.07], [0.04, -0.01, -0.05], [-0.01, 0.00, 0.00], [-0.04, -0.01, -0.01], [-0.02, -0.02, 0.03], [0.01, 0.00, 0.02], [-0.05, -0.03, 0.05], [0.03, 0.04, 0.06], [-0.11, 0.00, 0.15], [0.11, -0.11, -0.13], [0.02, -0.07, 0.04], [-0.02, 0.03, 0.04], [0.00, 0.00, 0.00], [0.00, 0.00, 0.01], [-0.01, -0.03, 0.03], [0.02, 0.03, -0.07], [-0.03, -0.18, -0.03], [-0.01, 0.01, 0.00], [0.01, 0.05, 0.00], [-0.02, 0.05, -0.01], [-0.01, -0.01, -0.14], [-0.05, -0.05, -0.07], [0.01, 0.13, -0.03], [0.00, 0.01, -0.02], [0.08, 0.01, 0.01], [-0.04, 0.06, 0.00], [-0.01, 0.04, 0.01], [-0.06, -0.11, -0.09], [-0.04, -0.07, 0.00], [-0.03, 0.06, 0.08], [0.02, 0.02, 0.02], [0.03, -0.05, 0.00], [-0.37, -0.18, -0.51], [0.01, 0.01, 0.00], [0.05, 0.01, -0.10], [-0.03, -0.02, -0.01], [0.00, 0.00, 0.00], [-0.01, 0.00, 0.00], [-0.04, -0.02, -0.04], [0.00, 0.00, 0.00], [-0.04, -0.02, 0.04], [0.00, 0.00, 0.00], [0.02, -0.08, -0.04], [0.00, -0.01, 0.00], [-0.01, 0.02, 0.02], [-0.01, 0.00, 0.00], [-0.06, -0.01, -0.17], [0.01, 0.01, 0.00], [0.00, 0.00, 0.00], [0.00, 0.00, 0.00], [-0.01, 0.01, 0.01], [0.00, -0.01, 0.00], [0.00, 0.01, 0.00], [0.09, -0.09, -0.01], [0.00, 0.00, 0.00], [-0.03, -0.02, 0.01], [-0.04, -0.01, 0.05], [0.00, -0.01, -0.01], [-0.01, -0.01, -0.03], [0.00, 0.00, 0.00], [0.00, 0.00, 0.00], [0.00, 0.00, 0.00], [0.00, 0.00, -0.01], [0.00, -0.03, -0.02], [0.22, -0.01, 0.10], [0.00, 0.00, 0.00], [-0.01, -0.02, 0.00], [0.00, 0.00, 0.21], [-0.02, 0.01, 0.00], [0.01, -0.01, -0.01], [0.00, 0.00, -0.04], [0.00, 0.00, 0.00], [-0.01, 0.00, 0.01], [0.00, 0.04, 0.00], [0.00, 0.01, -0.01], [-0.01, 0.06, 0.10], [0.00, 0.00, 0.00], [-0.01, -0.01, 0.01], [-0.01, -0.02, 0.03], [0.00, 0.00, 0.00], [-0.06, -0.01, 0.01], [0.00, 0.00, 0.00], [0.00, 0.00, 0.00], [0.00, 0.00, 0.01]]}